Record 1
{
  "formula": "Ca3H14N3O16",
  "method": "ωB97M-V/def2-TZVPD",
  "symbols": ["Ca", "Ca", "Ca", "N", "O", "O", "O", "N", "O", "O", "O", "N", "O", "O", "O", "O", "H", "H", "O", "H", "H", "O", "H", "H", "O", "H", "H", "O", "H", "H", "O", "H", "H", "O", "H", "H"],
  "xyz": [[5.2250, -1.3107, -0.8654], [0.1662, 4.7328, 4.6832], [-4.7168, -3.2351, -2.2543], [3.7784, -2.0311, -6.9281], [2.9375, -2.8464, -7.3324], [4.5132, -1.5169, -7.6840], [3.9975, -2.0145, -5.6970], [-0.5769, -1.1841, 6.7534], [-0.2019, -1.2647, 7.8859], [-0.7416, -2.1134, 5.9630], [-0.9408, -0.0946, 6.3103], [-0.1642, 1.1410, -0.1873], [0.9321, 1.0972, -0.7879], [-0.4463, 2.0450, 0.5164], [-0.8271, 0.1276, -0.2380], [-0.6154, -4.8936, -3.6027], [-0.0049, -4.5179, -4.2371], [-0.0921, -5.5273, -3.1122], [6.5857, 2.5673, -2.9001], [7.2532, 3.2170, -2.6796], [6.2492, 2.8483, -3.7510], [-6.5632, 0.6000, -0.4552], [-7.2570, 0.7676, 0.1824], [-6.2207, 1.4674, -0.6709], [1.6719, 5.7993, -3.7456], [1.7537, 5.0098, -3.2107], [2.1600, 6.4672, -3.2641], [3.4078, -2.8074, 2.9507], [2.4783, -2.6882, 3.1459], [3.8160, -2.9496, 3.8047], [-4.0985, 5.4636, 4.5783], [-4.5900, 5.4945, 3.7576], [-4.7220, 5.7570, 5.2427], [-4.6160, -4.4279, 2.2477], [-5.4652, -4.7492, 2.5508], [-4.0652, -4.4302, 3.0306]],
  "mulliken_charge": [1.666, 1.565, 1.804, 1.069, -0.502, -0.489, -0.584, 1.065, -0.527, -0.551, -0.560, 1.007, -0.696, -0.651, -0.651, -0.670, 0.345, 0.329, -0.670, 0.334, 0.341, -0.661, 0.333, 0.333, -0.626, 0.310, 0.317, -0.674, 0.341, 0.340, -0.656, 0.328, 0.335, -0.671, 0.340, 0.336],
  "e_homo_ev": -12.53,
  "charge": 3,
  "mol_weight_g_mol": 432.4,
  "lumo_ev": -11.06,
  "e_tot_ha": -3407.5569,
  "orbital_gap_ev": 1.5
}

***

Record 2
{
  "formula": "C4H3Cl2NO",
  "method": "ωB97M-V/def2-TZVPD",
  "symbols": ["C", "C", "C", "C", "N", "O", "Cl", "Cl", "H", "H", "H"],
  "xyz": [[-0.9314, -0.2350, 0.7779], [0.2487, -1.0774, 0.6754], [-1.1011, 0.9679, 0.2213], [1.3444, -0.7532, 0.0401], [0.8899, 1.2167, -1.0821], [-0.2587, 1.7127, -0.5294], [2.8196, -1.2658, -0.4092], [0.5380, 0.5538, -2.6502], [-1.7436, -0.6280, 1.3652], [0.1975, -2.0301, 1.1976], [-2.0032, 1.5385, 0.3934]],
  "mulliken_charge": [-0.140, -0.102, -0.235, 0.060, -0.227, -0.219, -0.099, -0.072, 0.304, 0.352, 0.378],
  "e_homo_ev": [-8.60, -8.70],
  "e_above_lowest_kj_mol": 567.2,
  "charge": 0,
  "mol_weight_g_mol": 152.0,
  "lumo_ev": [-0.66, -0.45],
  "e_tot_ha": -1204.3643,
  "orbital_gap_ev": [7.9, 8.3]
}

***

Record 3
{
  "formula": "C5H32NO13",
  "method": "ωB97M-V/def2-TZVPD",
  "symbols": ["C", "C", "C", "O", "C", "N", "C", "O", "H", "H", "H", "H", "H", "H", "H", "H", "H", "H", "H", "H", "O", "H", "H", "O", "H", "H", "O", "H", "H", "O", "H", "H", "O", "H", "H", "O", "H", "H", "O", "H", "H", "O", "H", "H", "O", "H", "H", "O", "H", "H", "O"],
  "xyz": [[-0.2870, -0.1300, 0.5281], [-0.3910, -1.6789, 0.5533], [0.9533, -2.1849, -0.2711], [1.9329, -1.2428, 0.1466], [-1.6284, 0.4810, 0.7549], [-1.8051, 1.8428, 1.0648], [-0.7688, 2.9474, 0.7854], [-2.6443, -0.2277, 0.9680], [0.4835, 0.2111, 1.4429], [0.2221, 0.2616, -0.3035], [-0.4124, -1.9461, 1.5977], [-1.2030, -1.9815, -0.1502], [1.3996, -3.1592, 0.0143], [0.9110, -2.0694, -1.3862], [-2.6970, 2.2297, 1.3702], [-0.9918, 3.9089, 0.9730], [-0.5847, 2.9719, -0.2870], [0.0963, 2.7183, 1.3722], [1.6071, -0.7725, -4.1163], [0.0453, -1.0095, -3.7261], [0.7249, -1.1910, -4.4765], [3.9037, 0.5695, 1.3070], [3.0632, -0.4575, 1.6608], [4.0078, -0.3017, 1.6585], [1.5081, 1.9482, 1.6411], [2.1225, 1.0494, 2.5145], [2.3189, 1.7375, 1.9036], [1.5844, -1.8830, 3.2392], [3.1451, -1.7424, 3.1608], [2.4293, -1.5527, 3.6847], [1.9483, 1.4640, -2.0920], [2.2644, 2.0099, -3.5618], [1.8638, 1.2711, -3.2028], [-3.3876, -0.9275, -1.4378], [-2.0387, -1.2350, -1.7554], [-2.7851, -1.6750, -1.3817], [2.3175, 1.4475, -0.2225], [1.9434, -0.3322, -0.5142], [1.6237, 1.2128, -0.7328], [-2.7584, -4.1022, -0.7258], [-2.0905, -3.1667, 0.3897], [-2.2121, -4.0921, 0.1323], [0.1173, 1.1562, -3.0351], [-0.7276, 0.8433, -1.9249], [-0.7114, 0.5405, -2.7820], [-0.4010, 1.1984, 4.1335], [-1.4616, 1.4647, 3.1160], [-1.1928, 1.6789, 4.0624], [-2.4818, 1.2714, -2.8146], [-2.1395, 2.6459, -2.1635], [-2.8480, 2.0806, -2.3893]],
  "mulliken_charge": [3.292, -0.054, -0.427, -0.528, -0.238, -0.150, -0.538, -0.692, -0.839, -1.111, 0.657, -0.723, 0.278, 0.123, 0.321, 0.602, 0.101, 0.131, 0.314, 0.323, -0.685, 0.337, 0.344, -0.712, -0.084, 0.463, -0.707, 0.340, 0.301, -0.656, 0.351, 0.209, -0.720, 0.336, 0.167, -0.611, 0.199, 0.477, -0.887, 0.309, 0.477, -0.695, 0.440, -0.099, -0.649, 0.312, 0.329, -0.699, 0.346, 0.267, -0.642],
  "e_homo_ev": -6.29,
  "e_above_lowest_kj_mol": 716.0,
  "charge": -1,
  "mol_weight_g_mol": 314.3,
  "lumo_ev": 2.54,
  "e_tot_ha": -1242.5101,
  "orbital_gap_ev": 8.8
}

***

Record 4
{
  "formula": "C4H4F2",
  "method": "ωB97M-V/def2-TZVPD",
  "symbols": ["C", "C", "C", "C", "H", "H", "H", "H", "F", "F"],
  "xyz": [[-1.2261, 0.2775, 0.2972], [-0.1441, -0.5839, -0.3544], [1.2108, -0.1262, -0.1071], [2.2901, 0.3781, 0.1426], [-1.1146, 0.3760, 1.3662], [-0.2479, -1.6092, 0.0193], [-0.3311, -0.6266, -1.4316], [3.2337, 0.7757, 0.2824], [-1.2381, 1.4786, -0.2901], [-2.4327, -0.3400, 0.0754]],
  "mulliken_charge": [0.245, -0.734, -0.424, 0.124, 0.263, 0.307, 0.282, 0.437, -0.238, -0.261],
  "e_homo_ev": -10.40,
  "e_above_lowest_kj_mol": 46.6,
  "charge": 0,
  "mol_weight_g_mol": 90.1,
  "lumo_ev": 1.02,
  "e_tot_ha": -354.4828,
  "orbital_gap_ev": 11.4
}

***

Record 5
{
  "formula": "C12H14N3",
  "method": "ωB97M-V/def2-TZVPD",
  "symbols": ["C", "C", "C", "C", "C", "C", "C", "C", "C", "C", "C", "C", "N", "N", "N", "H", "H", "H", "H", "H", "H", "H", "H", "H", "H", "H", "H", "H", "H"],
  "xyz": [[3.4378, 0.6362, -1.2776], [3.6813, -0.6896, -0.9962], [2.1370, 1.1074, -0.9538], [2.8040, -1.4642, -0.2644], [1.1765, 0.3175, -0.2619], [-0.0291, 0.7626, 0.3432], [1.5973, -1.0264, 0.1492], [-1.6330, -1.1707, 0.1254], [-1.4617, -2.5796, 0.2783], [-0.1388, -2.7909, 0.9408], [-2.8190, 0.3128, -1.4313], [-1.2401, 2.4474, 1.3871], [0.8371, -1.9437, 0.7381], [-2.2985, -0.5058, -0.6285], [-0.8018, 1.7919, 0.1204], [4.0837, 1.2901, -1.7793], [4.6469, -0.9965, -1.3765], [1.8907, 2.1789, -0.8594], [3.0963, -2.5184, -0.0474], [-2.3231, -3.0920, 0.8333], [-1.1667, -2.9290, -0.6746], [-0.1999, 0.2149, 1.2259], [0.0361, -3.6453, 1.5453], [-2.0655, 0.5628, -2.2601], [-3.7877, 0.7731, -1.2920], [-2.3038, 2.6582, 1.3692], [-0.9071, 1.7598, 2.1319], [-0.7908, 3.4282, 1.3880], [-1.1193, 2.1561, -0.7647]],
  "mulliken_charge": [-0.735, -0.553, -0.654, -0.212, 0.878, -0.725, 0.219, -0.330, -0.086, -0.420, -0.600, -0.766, -0.417, 0.161, 0.025, 0.495, 0.360, 0.334, 0.411, 0.356, 0.244, 0.518, 0.515, 0.381, 0.306, 0.315, 0.326, 0.335, 0.320],
  "e_homo_ev": -11.48,
  "e_above_lowest_kj_mol": 459.6,
  "charge": 1,
  "mol_weight_g_mol": 200.3,
  "lumo_ev": -4.30,
  "e_tot_ha": -629.4882,
  "orbital_gap_ev": 7.2
}

***

Record 6
{
  "formula": "C34H56BaN2O4P3",
  "method": "ωB97M-V/def2-TZVPD",
  "symbols": ["C", "C", "C", "C", "C", "H", "H", "H", "N", "P", "P", "C", "H", "H", "C", "H", "C", "C", "C", "C", "C", "H", "H", "H", "C", "H", "H", "H", "C", "H", "H", "H", "C", "H", "H", "H", "C", "H", "H", "H", "C", "H", "H", "H", "C", "H", "H", "H", "C", "H", "H", "H", "C", "H", "H", "H", "C", "H", "H", "H", "C", "H", "H", "H", "C", "H", "H", "H", "Ba", "C", "O", "N", "C", "C", "C", "C", "C", "H", "C", "H", "C", "H", "H", "H", "C", "O", "P", "O", "C", "O", "C", "H", "H", "H", "H", "H", "H", "H", "H", "H"],
  "xyz": [[2.3781, -2.0134, -1.1666], [1.9217, 0.0313, -2.1475], [3.2059, -2.3892, -2.2379], [2.7481, -0.2615, -3.2418], [3.4035, -1.5009, -3.2948], [3.6359, -3.3729, -2.2061], [2.8493, 0.4547, -4.0425], [4.0425, -1.7678, -4.1345], [1.8470, -0.7881, -1.0870], [0.2734, -2.8319, 0.5551], [1.0917, 2.1963, -0.4048], [2.0040, -3.0301, -0.0764], [2.1814, -4.0645, -0.4268], [2.6901, -2.8715, 0.7745], [1.0141, 1.2571, -2.1321], [1.3176, 1.9657, -2.9180], [-0.2915, 3.5664, -0.5046], [2.8375, 2.8450, -0.0525], [-1.0164, -3.4397, -0.7520], [0.1121, -3.6164, 2.3023], [-1.5630, 3.0601, 0.1965], [-1.4789, 3.0510, 1.2924], [-2.3998, 3.7229, -0.0521], [-1.8955, 2.0755, -0.1648], [0.1862, 4.8103, 0.2467], [0.3130, 4.6160, 1.3169], [1.1159, 5.2256, -0.1516], [-0.5762, 5.5996, 0.1709], [-0.6280, 3.8999, -1.9639], [-1.0825, 4.9028, -2.0233], [0.2374, 3.8991, -2.6362], [-1.3704, 3.1984, -2.3596], [2.8173, 3.4021, 1.3951], [2.0069, 2.9890, 2.0112], [3.7413, 3.1552, 1.9266], [2.7335, 4.4919, 1.4173], [3.8100, 1.6491, -0.1177], [3.3957, 0.7802, 0.4078], [4.0375, 1.3561, -1.1477], [4.7542, 1.9098, 0.3801], [3.1613, 3.8837, -1.1454], [2.3885, 4.0198, -1.9188], [3.3549, 4.8691, -0.7040], [4.0741, 3.5939, -1.6869], [-1.3006, -3.3412, 2.8721], [-1.2774, -3.3008, 3.9687], [-1.7293, -2.3706, 2.5698], [-2.0319, -4.1105, 2.6033], [1.1487, -2.9582, 3.2311], [2.1547, -2.9273, 2.8057], [0.8631, -1.9435, 3.5248], [1.2101, -3.5407, 4.1603], [0.4143, -5.1164, 2.1226], [1.0288, -5.4905, 2.9580], [-0.5059, -5.7150, 2.1106], [0.9818, -5.3667, 1.2135], [-0.7948, -2.7026, -2.1018], [-0.6428, -3.4208, -2.9215], [-1.6335, -2.0445, -2.3575], [0.0792, -2.0497, -2.0915], [-2.4410, -3.1422, -0.2363], [-2.5748, -2.1015, 0.1022], [-3.1574, -3.2761, -1.0574], [-2.7588, -3.8024, 0.5781], [-0.7930, -4.9421, -0.9609], [0.2361, -5.1551, -1.2806], [-1.0029, -5.5404, -0.0661], [-1.4615, -5.3141, -1.7560], [-0.6087, 0.0269, 0.8914], [2.3960, -0.1016, 2.2590], [3.0964, -0.0211, 3.1635], [-1.2499, 0.4134, -1.3926], [-0.4887, 0.8204, -2.2953], [-1.1681, 0.9065, -3.6393], [-2.5703, 0.8568, -3.5872], [-0.4928, 1.0269, -4.8643], [-3.3198, 0.9659, -4.7484], [-3.0593, 0.7138, -2.6213], [-1.2572, 1.1192, -6.0276], [0.6026, 1.0101, -4.8633], [-2.6597, 1.0968, -5.9734], [-4.4032, 0.9398, -4.6432], [-0.7537, 1.2049, -6.9905], [-3.2548, 1.1801, -6.8750], [-1.7167, -0.4568, 5.8389], [-2.3162, 0.5209, 4.9343], [-1.6004, 0.3150, 3.5061], [-2.8256, 0.8582, 2.4108], [-4.0348, 0.0228, 2.5483], [-0.5893, 1.6601, 3.2841], [-0.8235, 2.9200, 3.9546], [-0.6171, -0.3851, 5.8383], [-1.9761, -1.4926, 5.5642], [-2.1371, -0.1729, 6.8096], [-4.7264, 0.3839, 1.7818], [-3.7942, -1.0451, 2.3844], [-4.4602, 0.1487, 3.5528], [-1.8132, 3.3016, 3.6793], [-0.7181, 2.8024, 5.0294], [-0.0511, 3.6027, 3.6038]],
  "mulliken_charge": [-0.131, -1.552, -1.114, -1.002, -1.294, 0.583, 0.618, 0.430, 1.498, -0.609, -1.561, -1.137, 0.703, 0.546, 0.468, 1.544, 2.685, 2.358, 2.551, 2.491, -1.372, -0.378, 0.612, 0.268, -1.606, 0.098, 0.341, 0.540, -1.755, 0.572, 0.183, 0.380, -1.606, 0.040, 0.455, 0.417, -1.643, -0.250, 0.343, 0.678, -1.749, 0.316, 0.414, 0.375, -2.098, 0.479, 0.260, 0.339, -1.648, 0.376, -0.121, 0.629, -1.712, 0.390, 0.403, 0.290, -1.508, 0.359, 0.381, -0.057, -1.871, 0.281, 0.534, 0.316, -1.697, 0.397, 0.286, 0.505, 2.250, 0.479, -0.269, -1.157, 0.851, 0.799, -0.209, -0.160, -0.812, 0.217, -0.920, 0.311, -0.598, 0.415, 0.426, 0.410, -0.752, -0.405, -0.016, -0.087, -0.791, 0.002, -0.926, 0.370, 0.301, 0.274, 0.281, 0.308, 0.297, 0.376, 0.277, 0.194],
  "e_homo_ev": -9.20,
  "charge": 1,
  "mol_weight_g_mol": 787.1,
  "lumo_ev": -1.92,
  "e_tot_ha": -2788.9623,
  "orbital_gap_ev": 7.3
}